No. 1
Below is C54H46BCaF2N7P2S4SbSe as an isolated structure at a distorted geometry, with properties calculated with ωB97M-V with the def2-TZVPD basis set.

Results
- Expectation value of S²: 0.779
- E_HOMO (spin up / spin down): -0.176 / -2.901 eV
- Orbital gap (spin up / spin down): 0.1232 / 0.2234 Ha
- Calculated total energy: -225534.1606 eV
- M: 1272.833 g/mol

```
! RIJCOSX wB97M-V def2-TZVPD def2/J DEFGRID3
* xyz -2 2
Ca 0.507 1.979 1.046
C -0.030 -0.783 -2.947
N 1.075 -1.728 -3.075
C 2.007 -2.119 -2.019
P 1.579 -2.050 -0.194
C 3.049 -3.100 0.222
C 3.024 -4.494 0.236
C 4.172 -5.221 0.513
C 5.366 -4.571 0.783
C 5.398 -3.185 0.799
C 4.249 -2.459 0.528
C 0.296 -3.352 -0.047
C 0.017 -3.788 1.251
C -0.970 -4.728 1.484
C -1.713 -5.232 0.423
C -1.446 -4.804 -0.868
C -0.442 -3.873 -1.107
C 1.383 -2.156 -4.349
C 0.432 -2.109 -5.385
C 0.755 -2.493 -6.673
C 2.023 -2.964 -6.980
C 2.954 -3.070 -5.957
C 2.649 -2.679 -4.665
P 0.087 0.773 -1.877
C 1.089 1.860 -2.952
C 2.252 1.412 -3.571
C 3.129 2.305 -4.167
C 2.855 3.663 -4.145
C 1.684 4.118 -3.555
C 0.805 3.227 -2.967
C -1.604 1.301 -2.417
C -2.620 1.347 -1.470
C -3.920 1.666 -1.838
C -4.217 1.945 -3.162
C -3.207 1.912 -4.116
C -1.911 1.597 -3.745
H -0.928 -1.293 -2.561
H -0.251 -0.395 -3.939
H 2.927 -1.516 -2.067
H 2.281 -3.163 -2.202
H 2.105 -5.027 0.038
H 4.129 -6.303 0.524
H 6.260 -5.144 0.993
H 6.319 -2.661 1.020
H 4.282 -1.381 0.555
H 0.589 -3.396 2.083
H -1.155 -5.074 2.493
H -2.493 -5.962 0.605
H -2.015 -5.203 -1.700
H -0.230 -3.565 -2.125
H -0.583 -1.795 -5.186
H 0.005 -2.429 -7.452
H 2.282 -3.252 -7.990
H 3.947 -3.450 -6.166
H 3.411 -2.759 -3.904
H 2.491 0.357 -3.564
H 4.044 1.939 -4.611
H 3.558 4.368 -4.570
H 1.463 5.177 -3.527
H -0.100 3.596 -2.504
H -2.377 1.167 -0.432
H -4.698 1.709 -1.087
H -5.227 2.201 -3.456
H -3.431 2.148 -5.149
H -1.122 1.594 -4.489
S 1.340 -3.265 4.972
Sb 2.527 -1.343 4.713
S 1.298 0.062 3.038
S 0.833 0.495 5.030
S -6.162 -0.887 3.119
C -4.490 -0.730 2.508
C -4.130 -1.209 1.254
C -2.839 -0.983 0.818
N -1.918 -0.333 1.528
C -2.257 0.068 2.750
C -3.528 -0.104 3.284
C -6.229 -2.664 3.215
C -5.833 -3.321 4.375
C -5.900 -4.702 4.402
N -6.323 -5.449 3.382
C -6.695 -4.803 2.279
C -6.675 -3.427 2.141
H -4.843 -1.727 0.628
H -2.524 -1.323 -0.163
H -1.485 0.562 3.329
H -3.771 0.256 4.273
H -5.481 -2.759 5.229
H -5.604 -5.253 5.287
H -7.033 -5.435 1.464
H -6.998 -2.951 1.226
C -2.364 4.675 3.852
C -2.013 3.489 3.224
N -0.747 3.055 3.172
C 0.204 3.811 3.697
C -0.019 5.074 4.281
C -1.368 5.470 4.388
C 1.030 5.904 4.789
C 2.338 6.045 4.361
C 3.012 5.601 3.190
C 4.395 5.907 3.045
C 5.018 5.566 1.878
N 4.367 4.989 0.849
C 3.086 4.721 1.072
N 2.375 4.962 2.162
H -3.404 4.967 3.920
H -2.759 2.849 2.769
H 1.200 3.389 3.710
H -1.613 6.406 4.879
H 0.730 6.556 5.608
H 2.956 6.694 4.977
H 4.931 6.402 3.845
H 6.075 5.761 1.718
H 2.556 4.258 0.241
F -2.009 3.880 0.038
B -0.639 3.732 0.095
F -0.132 4.923 -0.344
Se 5.166 0.816 -1.301
C 3.589 1.234 -0.647
N 2.521 1.454 -0.224
*
```

No. 2
Below is C54H47BrCoFN8O3P2Se2 as an isolated structure at a distorted geometry, with properties calculated with ωB97M-V with the def2-TZVPD basis set.

Results
- Expectation value of S²: 3.885
- E_HOMO (spin up / spin down): -1.925 / -4.937 eV
- Orbital gap (spin up / spin down): 0.1351 / 0.2185 Ha
- Calculated total energy: -334480.3755 eV
- M: 1233.726 g/mol

```
! RIJCOSX wB97M-V def2-TZVPD def2/J DEFGRID3
* xyz -1 4
Co 0.168 0.312 0.622
Se 1.032 -2.414 -6.915
P -0.411 -1.236 -5.937
C -2.033 -2.024 -5.851
C -2.370 -2.980 -6.808
C -3.637 -3.514 -6.835
C -4.592 -3.095 -5.914
C -4.256 -2.155 -4.949
C -2.988 -1.617 -4.911
C -0.652 0.371 -6.748
C -1.585 1.287 -6.256
C -1.771 2.489 -6.906
C -1.048 2.787 -8.054
C -0.131 1.873 -8.550
C 0.062 0.670 -7.904
C -0.094 -0.753 -4.234
C -0.228 -1.314 -2.951
N -0.015 -0.332 -2.075
N 0.225 0.728 -2.789
N 0.189 0.537 -4.071
P -0.266 -2.971 -2.241
Se -1.096 -3.098 -0.332
C -1.134 -4.092 -3.410
C -2.485 -4.320 -3.159
C -3.200 -5.241 -3.902
C -2.577 -5.938 -4.923
C -1.238 -5.702 -5.192
C -0.512 -4.797 -4.432
C 1.522 -3.323 -2.312
C 2.225 -3.267 -3.510
C 3.572 -3.574 -3.530
C 4.237 -3.841 -2.344
C 3.560 -3.792 -1.137
C 2.197 -3.557 -1.124
H -1.612 -3.301 -7.510
H -3.885 -4.262 -7.574
H -5.592 -3.499 -5.948
H -4.987 -1.844 -4.218
H -2.725 -0.899 -4.146
H -2.149 1.061 -5.364
H -2.482 3.205 -6.519
H -1.207 3.725 -8.565
H 0.438 2.099 -9.441
H 0.781 -0.044 -8.281
H -2.968 -3.787 -2.350
H -4.244 -5.419 -3.678
H -3.126 -6.668 -5.504
H -0.745 -6.229 -5.998
H 0.538 -4.661 -4.643
H 1.738 -2.958 -4.423
H 4.095 -3.586 -4.477
H 5.296 -4.057 -2.361
H 4.093 -3.926 -0.205
H 1.648 -3.524 -0.194
C 1.488 -0.679 7.875
C 2.677 -0.867 6.934
N 2.254 -0.956 5.560
C 2.084 0.222 4.866
C 1.631 0.297 3.596
C 1.455 1.697 2.990
O 1.975 2.635 3.590
O 0.767 1.798 1.939
C 1.350 -0.917 2.870
O 0.954 -0.983 1.668
C 1.528 -2.140 3.605
C 1.305 -3.371 2.944
C 1.361 -4.541 3.652
F 1.240 -5.738 2.990
C 1.521 -4.556 5.029
C 1.806 -3.340 5.692
C 1.873 -2.149 4.981
N 1.431 -5.747 5.815
C 2.683 -6.323 6.239
C 2.403 -7.170 7.480
N 1.412 -8.217 7.100
C 0.147 -7.605 6.595
C 0.508 -6.762 5.375
H 1.823 -0.641 8.908
H 0.787 -1.500 7.757
H 0.970 0.244 7.633
H 3.248 -1.762 7.205
H 3.347 -0.008 7.024
H 2.329 1.132 5.398
H 1.103 -3.372 1.886
H 1.962 -3.386 6.759
H 3.373 -5.516 6.486
H 3.159 -6.958 5.468
H 1.962 -6.544 8.256
H 3.303 -7.649 7.864
H 1.227 -8.851 7.885
H 1.816 -8.755 6.321
H -0.269 -6.970 7.376
H -0.560 -8.396 6.348
H -0.382 -6.283 4.969
H 0.918 -7.427 4.595
C 0.030 4.098 -3.512
C -1.067 4.395 -2.658
C -1.364 3.583 -1.600
C -0.631 2.418 -1.317
C 0.509 2.037 -2.216
C 0.780 3.001 -3.316
N -0.958 1.574 -0.326
N -2.135 1.788 0.223
C -2.433 0.901 1.194
C -3.656 0.954 1.881
C -3.936 0.015 2.847
C -3.018 -0.989 3.133
C -1.812 -1.042 2.455
C -1.484 -0.109 1.485
H 0.260 4.773 -4.325
H -1.672 5.269 -2.847
H -2.182 3.808 -0.930
H 1.430 1.869 -1.619
H 1.617 2.765 -3.955
H -4.362 1.736 1.636
H -4.874 0.047 3.384
H -3.245 -1.738 3.884
H -1.134 -1.852 2.689
Br 2.524 0.185 -0.467
*
```

No. 3
Below is C54H47FN6O4S4W as an isolated structure at a distorted geometry, with properties calculated with ωB97M-V with the def2-TZVPD basis set.

Results
- Expectation value of S²: 2.021
- E_HOMO (spin up / spin down): -11.340 / -12.409 eV
- Orbital gap (spin up / spin down): 0.2384 / 0.1955 Ha
- Calculated total energy: -121757.7925 eV
- M: 1175.114 g/mol

```
! RIJCOSX wB97M-V def2-TZVPD def2/J DEFGRID3
* xyz 2 3
W -0.589 0.223 0.171
N -1.026 1.175 1.669
S -1.015 1.311 3.254
N 1.217 -0.090 1.326
S 2.374 0.827 1.261
N 3.120 1.044 -0.159
S 2.287 0.459 -1.378
N 0.795 0.498 -1.316
C 2.915 1.421 -2.727
C 2.029 1.810 -3.718
C 2.502 2.569 -4.783
C 3.842 2.915 -4.843
C 4.721 2.512 -3.843
C 4.263 1.760 -2.774
C 2.925 -1.179 -1.723
C 2.695 -2.161 -0.762
C 3.125 -3.454 -1.004
C 3.779 -3.769 -2.189
C 4.006 -2.786 -3.138
C 3.577 -1.483 -2.910
C 2.057 2.504 1.769
C 2.085 2.813 3.122
C 1.672 4.071 3.535
C 1.222 4.996 2.603
C 1.200 4.676 1.251
C 1.624 3.428 0.826
C 3.658 0.280 2.340
C 3.308 -0.619 3.337
C 4.286 -1.031 4.233
C 5.577 -0.539 4.123
C 5.909 0.362 3.117
C 4.947 0.783 2.215
C -1.383 -0.291 3.986
C -2.126 -0.330 5.160
C -2.364 -1.554 5.767
C -1.866 -2.721 5.208
C -1.107 -2.665 4.049
C -0.850 -1.448 3.434
C -2.517 2.182 3.611
C -2.417 3.363 4.325
C -3.578 4.080 4.599
C -4.800 3.606 4.155
C -4.883 2.415 3.436
C -3.738 1.694 3.157
H 0.992 1.509 -3.650
H 1.823 2.896 -5.559
H 4.209 3.505 -5.672
H 5.764 2.790 -3.894
H 4.932 1.455 -1.983
H 2.178 -1.913 0.157
H 2.956 -4.219 -0.259
H 4.119 -4.780 -2.367
H 4.529 -3.023 -4.055
H 3.777 -0.720 -3.649
H 2.435 2.090 3.848
H 1.707 4.330 4.584
H 0.905 5.977 2.929
H 0.865 5.406 0.528
H 1.637 3.182 -0.228
H 2.293 -0.988 3.395
H 4.036 -1.735 5.015
H 6.335 -0.860 4.824
H 6.920 0.735 3.038
H 5.192 1.479 1.425
H -2.521 0.574 5.602
H -2.948 -1.591 6.676
H -2.063 -3.673 5.683
H -0.702 -3.573 3.621
H -0.223 -1.400 2.556
H -1.453 3.717 4.665
H -3.522 5.004 5.156
H -5.702 4.163 4.371
H -5.846 2.050 3.107
H -3.777 0.760 2.610
O -0.508 -1.860 -0.318
C -1.748 -2.008 0.010
O -2.283 -0.938 0.472
C -2.454 -3.266 -0.142
C -3.807 -3.334 0.177
C -4.512 -4.531 0.053
C -3.797 -5.619 -0.392
O -4.252 -6.872 -0.592
C -3.124 -7.659 -1.005
O -2.010 -6.770 -1.130
C -2.441 -5.551 -0.712
C -1.732 -4.391 -0.597
H -4.313 -2.444 0.522
H -5.562 -4.608 0.290
H -3.341 -8.110 -1.972
H -2.914 -8.405 -0.237
H -0.680 -4.331 -0.833
F -4.190 4.610 -2.511
C -3.414 3.676 -1.973
C -3.969 2.835 -1.009
C -3.169 1.875 -0.442
C -1.803 1.712 -0.815
C -1.313 2.596 -1.823
C -2.100 3.584 -2.385
H -5.006 2.967 -0.732
H -3.572 1.230 0.328
H -0.277 2.500 -2.112
H -1.726 4.276 -3.128
C -2.107 0.914 -5.494
N -1.184 -0.060 -4.947
C -0.197 -0.733 -5.798
C 0.439 -1.772 -4.853
N -0.237 -1.489 -3.587
C -1.172 -0.559 -3.720
S -2.304 -0.145 -2.472
H -2.789 0.433 -6.196
H -1.544 1.686 -6.019
H -2.675 1.365 -4.686
H 0.527 -0.004 -6.167
H -0.694 -1.188 -6.655
H 1.513 -1.631 -4.757
H 0.249 -2.798 -5.166
H -0.114 -1.991 -2.719
*
```

No. 4
Below is C54H48N6O3PS3Ti as an isolated structure at a distorted geometry, with properties calculated with ωB97M-V with the def2-TZVPD basis set.

Results
- E_HOMO (spin up / spin down): -9.525 / -9.525 eV
- Orbital gap (spin up / spin down): 0.2103 / 0.2103 Ha
- Calculated total energy: -136764.5934 eV
- M: 1004.059 g/mol

```
! RIJCOSX wB97M-V def2-TZVPD def2/J DEFGRID3
* xyz 1 1
Ti -0.136 0.073 0.737
O 8.812 -3.422 1.530
C 8.363 -2.170 1.306
O 9.092 -1.334 0.861
C 6.922 -1.894 1.627
C 6.567 -0.574 1.893
C 5.250 -0.243 2.150
C 4.272 -1.232 2.151
C 4.617 -2.548 1.871
C 5.939 -2.878 1.611
N 2.929 -0.837 2.382
C 2.240 -1.593 3.110
C 0.862 -1.258 3.521
C 0.376 -1.919 4.635
C -0.813 -1.509 5.215
C -1.447 -0.404 4.686
C -0.926 0.181 3.545
N 0.178 -0.270 2.915
H 8.168 -3.938 2.030
H 7.339 0.184 1.876
H 4.963 0.783 2.347
H 3.846 -3.310 1.821
H 6.182 -3.903 1.354
H 2.652 -2.489 3.575
H 0.959 -2.728 5.057
H -1.212 -2.016 6.084
H -2.347 0.001 5.124
H -1.419 1.033 3.103
O 0.740 -3.464 1.708
N 0.632 -2.691 0.534
C 1.278 -3.263 -0.410
C 1.252 -2.926 -1.840
C 2.177 -3.626 -2.617
C 2.211 -3.495 -3.995
C 1.267 -2.695 -4.618
C 0.326 -2.012 -3.860
C 0.322 -2.082 -2.473
P -0.978 -1.231 -1.496
C -2.315 -2.464 -1.758
C -3.258 -2.302 -2.773
C -4.181 -3.303 -3.038
C -4.172 -4.477 -2.299
C -3.231 -4.649 -1.294
C -2.310 -3.648 -1.025
C -1.521 0.258 -2.392
C -0.719 0.981 -3.271
C -1.167 2.175 -3.814
C -2.412 2.676 -3.465
C -3.216 1.969 -2.580
C -2.778 0.767 -2.047
H 0.060 -3.094 2.292
H 1.859 -4.148 -0.148
H 2.879 -4.292 -2.127
H 2.944 -4.039 -4.575
H 1.248 -2.611 -5.697
H -0.429 -1.427 -4.367
H -3.278 -1.397 -3.365
H -4.906 -3.164 -3.831
H -4.894 -5.256 -2.507
H -3.213 -5.563 -0.714
H -1.578 -3.807 -0.242
H 0.262 0.611 -3.530
H -0.537 2.718 -4.507
H -2.757 3.614 -3.880
H -4.186 2.364 -2.304
H -3.415 0.215 -1.366
C 4.001 0.188 -1.948
C 3.202 -0.193 -0.712
S 1.478 0.315 -0.908
C 1.821 3.027 1.010
C 2.084 3.977 -0.157
S 1.018 3.754 -1.615
C 2.224 3.753 -2.969
C 2.872 2.416 -3.309
S 4.214 1.977 -2.157
H 3.568 -0.236 -2.856
H 5.008 -0.221 -1.841
H 3.612 0.308 0.158
H 3.247 -1.274 -0.549
H 2.409 3.406 1.852
H 2.206 2.032 0.792
H 3.114 3.849 -0.479
H 1.969 5.009 0.178
H 2.973 4.523 -2.775
H 1.655 4.094 -3.836
H 3.288 2.464 -4.317
H 2.130 1.622 -3.270
N -8.987 5.263 1.522
C -7.989 4.697 1.460
C -6.738 3.987 1.382
C -5.692 4.329 2.233
C -4.491 3.644 2.154
C -4.313 2.618 1.228
C -5.379 2.272 0.398
C -6.581 2.951 0.465
C -3.040 1.853 1.146
C -3.143 0.427 1.328
C -4.189 -0.327 1.841
C -3.740 -1.662 1.921
C -2.450 -1.673 1.439
N -2.077 -0.405 1.074
C -1.851 2.487 0.995
C -1.660 3.940 0.991
C -0.409 4.212 1.328
C 0.376 2.946 1.525
N -0.577 1.872 1.020
H -5.826 5.122 2.956
H -3.684 3.901 2.829
H -5.264 1.452 -0.301
H -7.403 2.683 -0.186
H -5.160 0.050 2.125
H -4.301 -2.518 2.264
H -1.778 -2.502 1.291
H -2.447 4.649 0.788
H 0.026 5.192 1.464
H 0.440 2.738 2.604
*
```